37
Properties=species:S:1:pos:R:3:forces:R:3:nbo_charge:R:1 method="wB97M-V/def2-TZVPD" homo_lumo_gap_ha=0.309 e_homo_ev=-9.2340 mol_weight_da=327.3 de_lowest_kcal_mol=121.5
O 1.388 3.263 -0.210 0.1 0.1 0.0 -0.592
C 0.732 2.332 0.197 0.1 -0.4 0.2 0.669
C 1.243 1.327 1.220 0.0 -0.2 0.1 -0.341
N 2.601 0.948 0.921 0.0 0.4 0.1 -0.600
C 2.877 -0.281 0.415 0.0 0.1 0.2 0.665
O 2.039 -1.157 0.318 0.0 -0.2 -0.2 -0.616
C 4.303 -0.490 0.023 0.4 -0.2 -0.2 -0.101
C 4.588 -1.383 -1.006 -0.1 0.2 0.2 -0.216
C 5.913 -1.587 -1.358 -0.3 -0.1 -0.1 0.038
N 6.924 -0.985 -0.755 0.5 -0.1 -0.1 -0.404
C 6.654 -0.152 0.234 0.0 0.2 0.2 0.039
C 5.368 0.137 0.664 -0.2 -0.1 -0.2 -0.245
N -0.538 2.109 -0.253 -0.4 0.9 -0.7 -0.429
N -1.233 1.026 0.096 -0.5 -0.8 0.3 -0.214
C -2.397 0.821 -0.377 0.6 1.0 -0.3 0.039
C -3.089 -0.404 -0.019 -0.5 -0.5 0.1 -0.083
C -2.336 -1.512 0.384 -0.2 0.1 -0.1 -0.170
C -2.938 -2.716 0.684 -0.1 0.0 0.0 -0.173
C -4.316 -2.861 0.572 0.1 0.1 0.0 -0.205
C -5.083 -1.785 0.174 -0.1 0.2 -0.1 -0.198
C -4.481 -0.563 -0.108 0.9 -1.1 0.4 0.091
N -5.354 0.527 -0.458 -0.5 0.3 -0.2 0.515
O -4.960 1.662 -0.276 0.0 0.3 0.1 -0.384
O -6.444 0.245 -0.907 -0.2 0.0 -0.1 -0.368
H 0.629 0.425 1.207 0.2 0.2 0.1 0.273
H 1.194 1.794 2.210 -0.1 0.0 -0.1 0.225
H 3.256 1.704 0.791 0.0 -0.1 -0.1 0.412
H 3.782 -1.897 -1.507 -0.1 -0.1 0.0 0.239
H 6.182 -2.265 -2.157 -0.1 -0.1 -0.1 0.196
H 7.513 0.307 0.705 0.0 0.1 0.1 0.195
H 5.209 0.811 1.492 0.0 0.1 0.1 0.221
H -0.923 2.780 -0.925 0.2 -0.2 0.2 0.384
H -2.882 1.531 -1.050 0.2 -0.1 0.1 0.192
H -1.264 -1.403 0.440 0.1 0.0 0.0 0.246
H -2.332 -3.551 0.999 0.1 -0.1 0.0 0.225
H -4.787 -3.805 0.797 -0.1 -0.1 0.0 0.225
H -6.156 -1.863 0.087 0.0 0.0 0.0 0.248

=====

42
Properties=species:S:1:pos:R:3:forces:R:3:nbo_charge:R:1 method="wB97M-V/def2-TZVPD" homo_lumo_gap_ha=0.187 e_homo_ev=-10.5916 mol_weight_da=773.1 total_charge=+1 de_lowest_kcal_mol=0.0
Au -0.839 0.433 0.485 0.2 0.1 0.2 0.857
F -1.598 0.849 3.107 0.0 0.0 0.0 -0.306
C -0.549 0.278 2.521 -0.2 -0.1 0.1 0.903
F -0.410 -0.940 2.986 0.1 0.0 0.0 -0.286
F 0.535 0.991 2.792 0.1 0.0 0.0 -0.301
S -1.606 -1.749 0.330 -0.1 -0.1 0.1 -0.124
C -0.121 -2.715 0.335 0.1 0.0 -0.1 0.392
N 0.809 -2.532 -0.568 -0.1 -0.2 0.0 -0.550
C 1.999 -3.386 -0.663 0.0 0.0 0.1 -0.229
C 1.666 -4.768 -0.128 0.0 0.0 0.0 -0.427
C 1.066 -4.640 1.263 0.0 0.0 0.0 -0.226
N -0.066 -3.707 1.202 -0.1 0.0 0.0 -0.541
H 0.807 -1.638 -1.060 0.1 0.0 0.1 0.469
H 2.800 -2.931 -0.082 0.0 0.0 0.0 0.238
H 2.292 -3.419 -1.711 0.0 0.0 0.0 0.228
H 2.572 -5.369 -0.082 0.0 0.0 0.0 0.248
H 0.961 -5.273 -0.791 0.0 0.0 0.0 0.219
H 1.797 -4.250 1.973 0.0 0.0 0.0 0.237
H 0.688 -5.595 1.622 0.0 0.0 0.0 0.228
H -0.808 -3.769 1.881 0.0 0.0 0.0 0.433
N 2.458 1.826 -1.619 0.0 0.0 0.0 -0.811
C 2.171 0.808 -0.772 0.1 0.0 0.2 0.663
O 1.088 0.154 -0.950 -0.1 0.1 -0.4 -0.882
C 3.041 0.531 0.303 -0.2 0.2 0.0 -0.571
C 2.688 -0.515 1.179 0.1 0.0 0.0 0.343
N 2.363 -1.400 1.849 -0.1 0.0 0.0 -0.451
C 4.220 1.294 0.487 0.2 -0.2 0.0 0.283
N 5.187 1.915 0.571 -0.1 0.1 0.0 -0.335
H 3.364 2.265 -1.585 0.0 0.0 0.0 0.420
H 1.939 1.869 -2.479 0.0 0.0 0.0 0.405
Br -1.862 1.142 -1.958 0.0 0.0 -0.1 0.152
C -2.788 2.713 -1.414 0.0 0.0 0.0 -0.006
C -3.967 3.028 -2.066 0.0 0.0 0.0 -0.255
C -4.655 4.178 -1.705 0.0 0.0 0.0 -0.166
C -4.174 4.995 -0.696 0.0 0.0 0.0 -0.177
C -2.996 4.673 -0.036 0.0 0.0 0.0 -0.208
C -2.302 3.531 -0.403 0.0 0.0 0.0 -0.261
I -0.509 3.124 0.596 0.0 -0.1 0.0 0.420
H -4.343 2.381 -2.846 0.0 0.0 0.0 0.247
H -5.576 4.425 -2.215 0.0 0.0 0.0 0.243
H -4.714 5.887 -0.411 0.0 0.0 0.0 0.244
H -2.628 5.306 0.759 0.0 0.0 0.0 0.243

=====

40
Properties=species:S:1:pos:R:3:forces:R:3:nbo_charge:R:1 method="wB97M-V/def2-TZVPD" homo_lumo_gap_ha=0.232 e_homo_ev=-3.8985 mol_weight_da=889.0 total_charge=-1 de_lowest_kcal_mol=5.0
Cd -1.999 -0.786 0.605 -0.4 -0.2 0.2 1.492
C 2.580 -0.813 1.160 0.1 -0.1 0.0 -0.674
C 1.129 -1.185 1.145 0.1 -0.6 0.2 0.211
N 0.266 -0.418 0.607 0.0 0.3 -0.2 -0.347
N 0.716 0.733 0.029 -0.3 0.0 0.1 -0.505
C -0.307 1.536 -0.274 -0.2 0.2 -0.1 0.578
O -1.534 1.364 -0.041 0.5 0.0 -0.1 -0.776
C 0.087 2.802 -0.994 0.0 0.0 0.1 -0.043
C 1.420 3.145 -1.218 0.0 0.0 -0.1 -0.205
C 1.738 4.328 -1.874 0.0 -0.1 0.0 -0.236
C 0.728 5.178 -2.313 0.0 0.0 0.0 -0.220
C -0.602 4.834 -2.100 0.0 -0.1 0.1 -0.228
C -0.920 3.651 -1.442 0.0 0.1 -0.1 -0.192
C 0.610 -2.452 1.769 0.1 0.4 -0.2 0.175
C 1.394 -3.258 2.582 0.1 -0.2 0.1 -0.250
C 0.814 -4.361 3.196 0.1 0.0 0.0 -0.166
C -0.520 -4.643 2.973 -0.1 0.0 0.0 -0.267
C -1.226 -3.809 2.114 0.1 0.1 -0.1 0.076
N -0.671 -2.753 1.535 0.0 0.1 0.0 -0.470
H 2.690 0.208 1.526 0.0 0.0 0.0 0.243
H 3.183 -1.486 1.768 0.0 0.1 -0.1 0.200
H 2.969 -0.814 0.137 0.0 0.0 0.1 0.239
H 2.190 2.468 -0.871 0.0 0.0 0.0 0.235
H 2.778 4.592 -2.039 0.0 0.0 0.0 0.203
H 0.977 6.106 -2.814 0.0 0.0 0.0 0.202
H -1.393 5.491 -2.443 0.0 0.0 0.0 0.206
H -1.948 3.361 -1.264 0.0 0.0 0.0 0.243
H 2.438 -3.031 2.749 -0.1 0.0 0.0 0.211
H 1.409 -4.989 3.849 0.0 0.0 0.0 0.208
H -1.013 -5.482 3.447 0.0 0.0 0.0 0.217
H -2.268 -3.983 1.873 -0.1 0.0 0.0 0.227
Br -1.498 0.222 -3.126 -0.2 -0.1 0.0 0.086
C 0.306 0.266 -3.744 0.0 0.0 0.1 -0.542
Br 1.450 -0.982 -2.821 0.1 -0.1 -0.1 0.019
H 0.693 1.259 -3.577 0.1 0.1 0.0 0.228
H 0.313 -0.009 -4.785 0.0 0.0 -0.2 0.217
Se -3.436 -2.348 -0.920 0.0 0.2 0.1 -0.686
Se -5.413 -1.561 0.086 0.0 -0.1 0.0 -0.215
Te -5.000 -2.002 2.525 0.1 0.0 0.0 0.133
Se -3.131 -0.381 2.986 -0.1 0.0 -0.2 -0.828

=====

37
Properties=species:S:1:pos:R:3:forces:R:3:nbo_charge:R:1 method="wB97M-V/def2-TZVPD" homo_lumo_gap_ha="0.267 / 0.261" e_homo_ev="-10.5486 / -10.3502" mol_weight_da=453.0 total_charge=+1 de_lowest_kcal_mol=63.7
Ti -0.172 0.728 -0.290 -0.2 -0.6 -0.2 1.099
Br -3.930 -1.049 -4.862 0.0 0.0 0.0 0.104
C -2.424 -1.017 -3.731 0.0 -0.1 0.1 -0.106
C -1.636 0.107 -3.656 0.0 0.0 0.0 -0.194
C -0.521 0.105 -2.809 0.0 0.0 -0.1 -0.351
C -0.213 -1.027 -2.050 -0.1 0.1 0.3 0.223
C -1.020 -2.168 -2.146 0.0 0.0 0.0 -0.239
C -2.105 -2.162 -2.987 -0.1 0.1 -0.1 -0.166
N 0.851 -0.887 -1.140 -0.1 0.0 0.2 -0.605
C -0.442 -1.271 1.048 -0.3 0.0 0.0 -0.007
C -0.066 -0.447 2.269 0.1 0.0 0.0 0.228
C -0.040 -0.860 3.581 0.0 0.0 0.0 -0.222
C 0.335 0.061 4.554 0.0 0.0 0.0 -0.121
C 0.662 1.351 4.176 0.0 0.0 -0.1 -0.244
C 0.594 1.690 2.834 0.0 0.0 0.1 0.065
N 0.233 0.816 1.898 0.0 -0.1 -0.1 -0.508
H -1.855 0.976 -4.261 0.0 0.0 0.0 0.238
H 0.188 0.930 -2.856 0.0 0.0 0.0 0.236
H -0.784 -3.045 -1.558 0.0 0.0 0.0 0.232
H -2.732 -3.038 -3.077 0.0 0.0 0.0 0.242
H -0.800 -2.272 1.311 0.1 0.0 -0.1 0.220
H -0.299 -1.878 3.836 0.0 0.0 0.0 0.242
H 0.372 -0.231 5.594 0.0 0.0 0.0 0.238
H 0.963 2.095 4.899 0.0 0.0 0.0 0.241
H 0.832 2.694 2.503 0.0 0.0 0.0 0.200
Cl 1.296 2.878 -0.877 -0.2 0.1 0.0 0.093
C -0.211 3.863 -0.921 0.1 0.0 0.0 -0.368
Cl -1.584 2.961 -0.242 0.0 0.2 0.1 0.133
H -0.415 4.091 -1.959 0.0 0.0 0.0 0.253
H -0.036 4.743 -0.315 0.0 0.0 0.0 0.257
C 3.177 -1.394 0.102 0.0 0.0 0.0 -0.251
O 1.936 -1.493 0.812 0.0 0.1 0.1 -0.485
C 0.814 -1.203 0.150 0.1 -0.2 -0.1 0.457
O -1.427 -0.533 0.350 0.5 0.3 -0.2 -0.734
H 3.933 -1.758 0.789 0.0 0.0 0.0 0.213
H 3.380 -0.356 -0.165 0.0 0.0 0.0 0.183
H 3.147 -1.998 -0.802 0.0 0.0 0.0 0.204

=====

33
Properties=species:S:1:pos:R:3:forces:R:3:nbo_charge:R:1 method="wB97M-V/def2-TZVPD" homo_lumo_gap_ha=0.215 e_homo_ev=-10.3232 mol_weight_da=343.2 total_charge=+1
Br -3.594 -0.160 4.232 1.3 0.7 -0.9 -0.002
C -2.158 0.600 3.007 0.9 0.4 -0.9 -0.450
C -0.971 -0.501 2.685 -0.2 0.0 -1.1 -0.441
C 0.557 0.178 2.671 0.0 -0.8 -1.1 -0.453
C 1.358 -0.495 1.370 1.9 -1.5 -1.9 -0.013
C 2.217 -1.900 1.657 0.2 1.6 -3.7 -0.274
C 3.041 -2.668 0.426 -2.7 4.3 -0.8 -0.354
C 2.960 -2.004 -1.107 -1.8 1.5 2.9 -0.182
C 2.122 -0.624 -1.392 -0.5 -1.1 3.4 -0.171
C 1.319 0.171 -0.160 1.3 -2.8 1.5 0.220
N 0.567 1.463 -0.393 0.1 -3.4 -1.6 -0.634
C -0.348 1.406 -1.596 -3.1 0.4 -2.5 0.156
C -1.899 1.951 -1.372 1.1 -1.5 -3.7 -0.261
C -2.951 1.935 -2.631 4.7 -1.4 -0.7 -0.200
C -2.402 1.392 -4.099 2.1 0.0 2.5 -0.220
C -0.859 0.824 -4.358 -1.7 1.6 4.5 -0.201
C 0.153 0.835 -3.069 -3.4 1.2 1.4 -0.204
S 1.956 0.201 -3.108 -1.7 -0.4 2.0 0.305
H -1.682 1.587 3.472 -1.3 -2.3 -0.8 0.228
H -2.723 0.868 1.997 1.2 -0.5 2.3 0.233
H -1.166 -0.862 1.566 0.4 0.7 2.5 0.229
H -1.020 -1.465 3.358 0.1 2.2 -1.2 0.244
H 0.469 1.358 2.571 0.4 -2.6 0.2 0.228
H 1.182 -0.096 3.624 -1.3 0.7 -1.8 0.242
H 2.239 -2.323 2.772 -0.2 1.0 -2.6 0.214
H 3.658 -3.637 0.675 -3.4 2.8 -4.5 0.094
H 3.522 -2.550 -1.977 -1.3 1.3 1.8 0.261
H 0.086 1.817 0.462 0.5 -0.6 -1.1 0.409
H -2.216 2.347 -0.304 0.7 -0.9 -2.5 0.234
H -4.057 2.310 -2.520 2.5 -0.8 -0.2 0.257
H -3.144 1.411 -5.022 1.8 -0.1 2.2 0.249
H -0.521 0.438 -5.411 -0.7 0.8 2.4 0.263
Na 4.303 -3.807 1.972 2.0 -0.5 3.9 0.993

=====

34
Properties=species:S:1:pos:R:3:forces:R:3:nbo_charge:R:1 method="wB97M-V/def2-TZVPD" homo_lumo_gap_ha=0.343 e_homo_ev=-8.6372 mol_weight_da=291.7 de_lowest_kcal_mol=4.6
C 0.593 -3.007 -5.563 0.2 -0.1 -0.2 -0.253
O -0.274 -2.487 -4.585 -0.1 0.1 0.4 -0.495
C 0.197 -2.309 -3.327 0.0 0.0 0.1 0.349
C 1.490 -2.589 -2.903 -0.1 0.0 -0.3 -0.314
C 1.866 -2.364 -1.589 -0.2 0.1 0.2 -0.188
C 0.965 -1.866 -0.663 0.2 -0.1 0.0 -0.055
C 1.364 -1.595 0.765 -0.1 -0.1 0.1 -0.242
N 1.252 -0.189 1.093 0.2 0.2 -0.1 -0.618
C 0.241 0.295 1.853 0.3 -0.2 0.0 0.891
O -0.556 -0.389 2.443 -0.3 0.0 0.1 -0.644
O 0.316 1.648 1.849 0.0 0.2 0.0 -0.525
C -0.521 2.486 2.570 -0.2 0.2 0.1 0.363
C -0.200 3.837 2.469 0.1 -0.3 -0.1 -0.276
C -0.959 4.780 3.134 0.0 0.0 0.0 -0.198
C -2.041 4.383 3.904 -0.1 0.1 0.1 -0.230
C -2.355 3.040 4.000 0.0 0.2 0.0 -0.191
C -1.604 2.083 3.337 0.0 -0.4 0.0 -0.298
C -0.333 -1.584 -1.076 0.1 -0.1 -0.2 -0.213
C -0.709 -1.798 -2.385 0.1 0.0 -0.1 -0.090
Cl -2.318 -1.444 -2.894 -0.2 0.1 0.0 0.022
H 0.002 -3.067 -6.476 0.1 0.0 0.0 0.205
H 1.452 -2.349 -5.730 0.0 0.0 0.0 0.177
H 0.946 -4.008 -5.295 0.0 0.0 0.0 0.177
H 2.217 -2.984 -3.595 0.0 0.0 -0.1 0.222
H 2.878 -2.589 -1.287 0.1 0.0 0.0 0.211
H 2.391 -1.924 0.943 -0.1 -0.1 0.0 0.201
H 0.694 -2.118 1.453 0.2 0.0 0.0 0.245
H 1.802 0.471 0.567 -0.1 0.0 0.1 0.405
H 0.646 4.126 1.865 0.1 0.0 -0.1 0.221
H -0.704 5.826 3.052 0.0 0.1 0.0 0.215
H -2.634 5.120 4.425 0.0 0.1 0.0 0.213
H -3.197 2.724 4.597 -0.1 0.0 0.0 0.215
H -1.856 1.040 3.419 0.0 0.0 0.0 0.260
H -1.052 -1.199 -0.369 -0.1 0.1 0.1 0.237

=====

44
Properties=species:S:1:pos:R:3:forces:R:3:nbo_charge:R:1 method="wB97M-V/def2-TZVPD" homo_lumo_gap_ha=0.352 e_homo_ev=-10.0844 mol_weight_da=441.3
O -4.357 4.410 -3.653 -0.8 0.0 -0.2 -0.338
N -3.704 5.413 -3.721 2.8 1.0 0.5 0.520
O -2.624 5.569 -3.081 -2.3 0.2 -1.6 -0.397
C -4.133 6.533 -4.648 -0.1 1.4 -0.6 0.034
C -5.506 6.766 -4.903 0.7 -1.0 0.4 -0.191
C -5.924 7.851 -5.650 2.1 1.3 0.2 -0.219
C -4.928 8.776 -6.086 -0.6 -0.5 -0.7 -0.161
C -3.553 8.521 -5.994 -1.5 -0.6 1.2 -0.226
C -3.184 7.421 -5.234 0.1 -1.4 0.5 -0.175
H -6.244 6.067 -4.539 0.1 -0.1 0.2 0.240
H -6.967 8.086 -5.805 0.0 -0.2 0.0 0.229
H -5.270 9.652 -6.618 0.0 0.2 0.0 0.214
H -2.757 9.151 -6.361 -0.3 0.2 -0.2 0.231
H -2.121 7.236 -5.190 0.0 -0.3 0.5 0.237
O -5.895 -2.921 1.621 2.4 0.9 0.6 -0.557
C -4.713 -2.653 1.700 -2.5 -2.5 -2.9 0.971
O -4.028 -2.119 2.648 -1.6 0.9 3.3 -0.465
C -2.795 -1.713 2.221 1.8 0.1 -1.8 -0.121
C -2.515 -2.792 1.177 -0.7 -1.2 -0.3 0.418
F -2.221 -3.981 1.765 0.9 -0.8 1.1 -0.355
O -3.814 -3.006 0.683 -0.6 0.8 -0.2 -0.506
H -2.964 -0.829 1.605 0.6 0.7 0.5 0.197
H -2.093 -1.629 3.050 -0.1 0.1 -0.3 0.230
H -1.795 -2.761 0.359 -0.2 1.1 0.0 0.189
O 5.036 -8.254 -1.396 -3.7 -1.9 -1.5 -0.568
C 3.952 -8.742 -1.744 3.0 1.6 0.6 0.970
O 2.844 -8.721 -0.985 0.2 0.4 0.2 -0.471
C 1.769 -9.359 -1.627 -0.5 -1.1 -0.4 -0.134
C 2.348 -9.877 -2.949 1.1 0.7 0.3 0.434
F 1.715 -9.251 -3.949 -0.9 0.5 -1.2 -0.335
O 3.678 -9.337 -2.952 0.1 -0.6 1.0 -0.489
H 1.353 -10.107 -0.952 0.2 -0.1 -0.1 0.206
H 0.951 -8.720 -1.958 0.2 0.6 0.5 0.214
H 2.320 -10.931 -3.225 0.4 -0.1 0.6 0.174
O 4.373 1.186 6.593 0.9 -0.4 0.4 -0.558
C 5.495 1.328 6.986 -2.2 -1.8 0.2 0.966
O 6.215 2.371 6.730 1.3 2.5 -1.2 -0.472
C 7.257 2.476 7.672 -0.2 -0.5 1.3 -0.130
C 7.500 1.023 8.004 -0.5 0.2 0.3 0.442
F 7.827 0.877 9.327 -0.1 -0.2 -0.7 -0.329
O 6.189 0.436 7.776 1.3 0.6 -0.3 -0.491
H 8.150 3.008 7.346 -0.5 0.1 -0.3 0.217
H 6.818 2.865 8.591 0.3 0.7 0.0 0.199
H 8.314 0.681 7.365 -0.3 -1.1 0.2 0.158

=====

37
Properties=species:S:1:pos:R:3:forces:R:3:lowdin_spin:R:1 method="wB97M-V/def2-TZVPD" homo_lumo_gap_ha="0.235 / 0.135" e_homo_ev="-14.6700 / -14.2782" mol_weight_da=622.1 s2=0.881 multiplicity=2 total_charge=+2
Tc 0.842 0.322 0.066 -0.3 -0.2 0.6 0.056
I -0.058 -4.415 5.825 0.1 0.1 0.1 0.341
C 0.408 -2.894 4.575 -1.7 -0.3 -1.2 0.136
C 1.596 -2.172 4.750 0.7 0.0 0.3 0.194
C 1.918 -1.153 3.887 -1.0 0.6 -1.3 0.004
I 3.662 -0.095 4.104 0.3 0.1 0.1 0.067
C 1.039 -0.844 2.796 0.5 -0.9 1.3 0.041
O 1.398 0.055 1.943 0.5 1.2 -1.2 0.039
C -0.201 -1.551 2.651 0.4 0.4 -0.1 0.109
C -1.223 -1.109 1.636 -0.1 -0.2 -0.3 0.015
N -0.699 -1.044 0.247 -0.2 0.0 0.2 0.003
C -1.765 -0.747 -0.745 -0.1 -0.2 0.1 0.000
C -1.183 -0.118 -1.982 -0.1 -0.1 0.0 0.003
C -1.852 -0.129 -3.190 0.0 0.0 0.1 0.000
C -1.287 0.520 -4.278 0.0 0.0 0.0 0.003
C -0.062 1.159 -4.133 0.1 0.0 0.1 0.000
C 0.556 1.125 -2.905 0.0 0.1 -0.3 -0.001
N 0.008 0.504 -1.843 0.3 0.2 0.2 -0.001
C -0.489 -2.559 3.523 0.2 -0.7 1.3 -0.010
H 2.264 -2.427 5.562 0.1 0.0 0.0 0.003
H -1.592 -0.109 1.886 0.0 0.0 0.1 0.005
H -2.075 -1.791 1.667 0.0 0.0 0.1 0.000
H -0.251 -1.938 0.003 0.0 0.1 0.0 0.000
H -2.477 -0.056 -0.285 0.0 0.0 0.0 0.000
H -2.305 -1.661 -0.995 -0.1 0.1 0.0 0.000
H -2.800 -0.641 -3.279 0.0 0.0 0.0 0.000
H -1.796 0.522 -5.232 0.0 0.0 0.0 0.000
H 0.409 1.669 -4.959 0.0 0.0 0.0 0.000
H 1.515 1.600 -2.740 -0.1 0.0 0.0 0.000
H -1.417 -3.110 3.439 0.0 0.0 0.0 -0.002
C 3.765 0.377 -0.626 -0.1 0.2 0.0 -0.001
O 3.330 -0.984 -0.710 -0.1 0.0 0.0 -0.003
C 2.046 -1.239 -0.483 0.3 -0.2 0.1 -0.004
O 1.594 -2.351 -0.554 0.0 -0.1 -0.1 0.002
H 4.728 0.385 -0.122 0.0 0.0 0.0 0.000
H 3.092 1.009 -0.012 0.0 -0.1 -0.1 0.000
H 3.860 0.795 -1.626 0.0 0.0 0.0 0.000